The following is a DFT calculation (ωB97M-V/def2-TZVPD) of a structure of composition C26H39Br32ClNO6P.

Geometry as XYZ:
```
106
Properties=species:S:1:pos:R:3:lowdin_charge:R:1
C -4.689 -0.974 1.094 -0.15
C -3.956 -1.545 2.295 -0.25
O -2.745 -2.174 1.791 -0.19
P -1.613 -2.606 2.841 0.50
O -1.229 -4.000 2.550 -0.27
C -0.225 -1.471 2.465 -0.20
C 0.712 -2.234 1.511 -0.22
C 1.832 -1.467 0.799 -0.50
Cl 3.083 -2.855 0.557 0.79
C 1.706 -0.916 -0.625 -0.31
C 1.094 -1.806 -1.688 -0.06
C 0.519 -1.010 -2.881 -0.38
O 1.260 -1.390 -4.046 -0.08
C -0.956 -1.308 -3.100 -0.26
N -1.782 -0.991 -1.925 0.02
O 3.065 -0.462 -0.884 -0.12
C 3.779 -0.360 0.287 -0.61
O 4.970 -0.295 0.350 0.11
C 2.688 -0.332 1.408 -0.22
C 2.216 1.154 1.296 -0.61
Br 3.755 2.221 1.923 0.82
C 0.956 1.548 2.104 -0.71
C 0.960 2.913 2.778 -0.28
Br -0.520 1.655 0.788 0.80
O -2.190 -2.363 4.304 -0.21
C -1.585 -3.136 5.366 -0.24
C -0.580 -2.303 6.183 -0.06
H -3.987 -0.395 0.522 0.00
H -5.055 -1.776 0.460 0.06
H -5.494 -0.326 1.427 0.02
H -4.596 -2.263 2.805 0.12
H -3.660 -0.722 2.947 0.11
H -0.688 -0.588 2.034 0.01
H 0.291 -1.267 3.407 0.09
H 1.140 -3.041 2.097 0.05
H 0.093 -2.721 0.758 0.11
H 1.125 0.008 -0.670 0.09
H 0.262 -2.354 -1.240 0.12
H 1.787 -2.559 -2.059 0.13
H 0.619 0.066 -2.712 0.09
H 1.451 -0.588 -4.546 0.01
H -1.100 -2.340 -3.435 0.12
H -1.288 -0.661 -3.922 0.00
H -2.419 -0.236 -2.148 -0.05
H -1.237 -0.725 -1.115 0.03
H 3.096 -0.517 2.398 0.15
H 2.077 1.478 0.272 0.06
H 0.742 0.808 2.867 0.03
H 1.560 2.916 3.685 0.03
H 1.243 3.704 2.086 0.07
H -0.061 3.144 3.079 0.02
H -2.401 -3.455 6.012 0.12
H -1.096 -4.036 5.000 0.09
H -0.728 -1.255 5.939 0.00
H -0.768 -2.477 7.241 0.08
H 0.432 -2.616 5.931 0.07
C -0.788 2.491 6.678 -1.61
Br -0.931 1.401 5.094 0.69
Br 0.769 3.616 6.628 0.61
Br -2.393 3.503 6.975 0.59
H -0.671 1.818 7.516 -0.03
C -6.317 1.254 -1.868 -1.57
Br -4.958 -0.110 -1.797 0.70
Br -8.073 0.532 -1.574 0.59
Br -5.951 2.740 -0.684 0.56
H -6.296 1.656 -2.871 -0.05
C 0.802 -6.924 3.612 -1.65
Br 1.282 -7.711 1.928 0.59
Br 0.924 -8.188 5.058 0.57
Br 1.831 -5.342 3.968 0.59
H -0.232 -6.612 3.539 -0.04
C -7.878 1.243 4.211 -1.64
Br -7.298 1.656 2.424 0.57
Br -9.492 0.199 4.209 0.58
Br -6.478 0.391 5.222 0.57
H -8.102 2.180 4.701 -0.03
C 1.886 0.086 -8.221 -1.66
Br 0.921 1.333 -7.121 0.53
Br 2.503 0.902 -9.848 0.57
Br 3.310 -0.749 -7.240 0.60
H 1.191 -0.691 -8.503 -0.12
C -4.054 -0.197 -6.010 -1.60
Br -2.883 0.840 -4.892 0.64
Br -4.248 -1.987 -5.339 0.59
Br -5.758 0.667 -6.238 0.59
H -3.592 -0.264 -6.985 -0.05
C -1.586 -1.420 -10.123 -1.62
Br -1.118 -2.196 -8.422 0.62
Br -3.396 -1.844 -10.613 0.59
Br -1.270 0.478 -10.144 0.58
H -0.939 -1.862 -10.866 -0.02
C 6.332 4.803 3.007 -1.66
Br 5.379 6.295 3.761 0.57
Br 8.028 5.333 2.282 0.56
Br 6.505 3.361 4.267 0.56
H 5.738 4.433 2.183 -0.08
C 3.885 2.012 -3.542 -1.57
Br 4.472 2.956 -1.967 0.59
Br 4.299 0.147 -3.435 0.71
Br 2.001 2.316 -3.845 0.59
H 4.421 2.421 -4.387 -0.02
C 9.310 6.798 -1.567 -1.65
Br 9.500 8.272 -0.344 0.56
Br 10.773 5.559 -1.414 0.57
Br 7.617 5.917 -1.348 0.54
H 9.336 7.204 -2.567 -0.03
```

Calculated values
**E_tot**: -2304538.9152 eV

***

The following is a DFT calculation (ωB97M-V/def2-TZVPD) of a cluster of 2 separate species, C9H21IN3 in total.

Geometry as XYZ:
```
34
Properties=species:S:1:pos:R:3:lowdin_charge:R:1
I -3.661 0.102 -2.123 0.93
N -3.871 -1.976 -1.879 -0.39
C -3.059 -2.560 -0.939 -0.31
N -1.534 -2.531 -1.156 0.01
C -1.073 -2.326 0.302 -0.15
C -1.975 -3.481 1.065 -0.14
N -3.339 -3.232 0.387 0.06
H -4.592 -2.479 -2.467 0.12
H -1.406 -3.550 -1.436 0.14
H -1.683 -1.342 0.580 0.13
H 0.079 -2.267 0.504 0.15
H -1.693 -4.557 0.632 0.14
H -1.995 -3.417 2.257 0.16
H -3.961 -2.673 1.041 0.16
C 1.626 2.366 2.547 -0.12
C 2.608 1.945 1.466 -0.27
C 2.440 2.721 0.158 -0.22
C 1.087 2.546 -0.542 -0.22
C 0.713 1.103 -0.892 -0.29
C 1.676 0.452 -1.873 -0.11
H 0.591 2.171 2.251 0.06
H 1.818 1.807 3.468 0.07
H 1.726 3.433 2.772 0.08
H 2.520 0.868 1.287 0.09
H 3.627 2.111 1.839 0.11
H 3.245 2.432 -0.528 0.10
H 2.587 3.790 0.357 0.11
H 1.095 3.143 -1.462 0.11
H 0.296 2.971 0.084 0.10
H -0.289 1.104 -1.338 0.07
H 0.643 0.494 0.015 0.08
H 1.728 1.022 -2.805 0.08
H 1.338 -0.561 -2.114 0.06
H 2.684 0.374 -1.457 0.07
```

Calculated values
**ΔE to the lowest compared entry with this formula, charge and spin**: 2.237 eV
**E_tot**: -22234.1360 eV
**Charge**: +1

***

The following is a DFT calculation (ωB97M-V/def2-TZVPD) of the molecule C15H22N2O6S.

Geometry as XYZ:
```
46
Properties=species:S:1:pos:R:3:lowdin_charge:R:1
C -1.357 -4.052 -0.456 -0.07
O -2.617 -3.478 -0.164 -0.07
C -2.719 -2.130 -0.205 -0.26
C -3.939 -1.570 0.178 0.02
C -4.122 -0.202 0.208 0.00
C -3.081 0.664 -0.133 -0.26
O -3.139 2.018 -0.072 -0.11
C -4.386 2.630 0.163 -0.07
C -1.881 0.094 -0.547 -0.17
S -0.465 1.099 -0.986 0.71
O 0.488 0.247 -1.639 -0.26
O -0.835 2.298 -1.673 -0.26
N 0.247 1.569 0.465 -0.28
C -0.394 2.674 1.138 -0.09
C 0.616 0.476 1.335 -0.11
C 1.430 -0.611 0.636 -0.47
O 1.047 -1.771 0.663 0.04
N 2.607 -0.249 0.105 -0.04
C 3.061 1.121 -0.026 -0.11
C 4.517 1.121 -0.514 -0.18
O 5.264 0.124 0.138 -0.13
C 4.835 -1.184 -0.200 -0.17
C 3.370 -1.224 -0.646 -0.11
C -1.695 -1.272 -0.594 0.01
H -0.566 -3.615 0.159 0.08
H -1.462 -5.112 -0.230 0.09
H -1.104 -3.927 -1.513 0.10
H -4.743 -2.231 0.462 0.12
H -5.080 0.188 0.514 0.11
H -4.757 2.415 1.171 0.10
H -5.132 2.320 -0.574 0.10
H -4.207 3.700 0.066 0.10
H -1.205 2.343 1.796 0.09
H 0.347 3.217 1.726 0.10
H -0.798 3.322 0.366 0.08
H -0.272 -0.018 1.761 0.14
H 1.210 0.882 2.162 0.14
H 3.008 1.607 0.952 0.13
H 2.424 1.668 -0.729 0.12
H 4.560 0.987 -1.604 0.13
H 4.996 2.069 -0.262 0.13
H 5.473 -1.587 -1.001 0.12
H 4.984 -1.785 0.701 0.13
H 2.936 -2.205 -0.454 0.13
H 3.273 -1.002 -1.715 0.13
H -0.736 -1.627 -0.926 0.10
```

Calculated values
**ΔE to the lowest compared entry with this formula, charge and spin**: 2.019 eV
**Structure (SMILES)**: COc1ccc(OC)c(S(=O)(=O)N(C)CC(=O)N2CCOCC2)c1
**E_tot**: -42010.7365 eV

***

The following is a DFT calculation (ωB97M-V/def2-TZVPD) of a structure of composition C5H10N3O.

Geometry as XYZ:
```
19
Properties=species:S:1:pos:R:3:lowdin_charge:R:1
C 1.487 1.561 -1.285 -0.11
C -0.020 2.057 0.110 -0.09
C -1.848 -0.545 1.337 -0.03
C 0.653 -2.342 -0.726 0.01
C -0.497 -0.888 0.844 -0.24
N 0.865 0.450 -0.995 0.06
N 0.995 2.606 -0.560 0.13
N -0.068 0.761 -0.134 0.00
O -0.535 -1.726 -0.113 -0.09
H 2.190 1.595 -2.170 0.16
H -0.528 2.710 0.888 0.18
H -2.365 -0.324 0.371 0.11
H -2.404 -1.410 1.850 0.13
H -2.102 0.227 2.105 0.10
H 0.373 -2.315 -1.820 0.12
H 0.492 -3.338 -0.306 0.10
H 1.628 -1.771 -0.407 0.13
H 0.350 -0.859 1.445 0.13
H 1.334 3.553 -0.434 0.18
```

Calculated values
**ΔE to the lowest compared entry with this formula, charge and spin**: 2.750 eV
**E_tot**: -11856.0298 eV
**Charge**: +1